{"formula": "C21H51AsCl2F6N3O9", "method": "the ωB97M-V functional and the def2-TZVPD basis", "species": ["As", "F", "F", "F", "F", "F", "F", "C", "C", "C", "O", "C", "N", "H", "H", "H", "H", "H", "H", "H", "H", "H", "H", "H", "C", "C", "C", "O", "C", "N", "H", "H", "H", "H", "H", "H", "H", "H", "H", "H", "H", "C", "C", "C", "O", "C", "N", "H", "H", "H", "H", "H", "H", "H", "H", "H", "H", "H", "C", "C", "O", "C", "O", "O", "C", "H", "H", "H", "H", "H", "H", "H", "H", "C", "C", "O", "C", "O", "O", "C", "H", "H", "H", "H", "H", "H", "H", "H", "C", "Cl", "Cl", "H", "H"], "positions_angstrom": [[-25.766, 16.464, -17.150], [-26.782, 16.985, -18.445], [-24.523, 16.103, -18.306], [-24.767, 15.962, -15.820], [-27.071, 16.865, -16.077], [-26.341, 14.834, -17.204], [-25.088, 18.059, -17.013], [-22.627, 13.915, -24.032], [-23.277, 14.916, -23.065], [-23.471, 14.245, -21.725], [-24.487, 13.265, -21.820], [-25.136, 12.913, -20.619], [-22.456, 16.139, -22.928], [-21.636, 13.664, -23.624], [-22.385, 14.366, -24.998], [-23.164, 12.971, -24.127], [-24.273, 15.151, -23.456], [-23.703, 14.997, -20.957], [-22.573, 13.703, -21.385], [-25.904, 12.205, -20.907], [-25.595, 13.754, -20.091], [-24.398, 12.474, -19.927], [-21.727, 15.882, -22.242], [-21.903, 16.137, -23.787], [-27.212, 19.035, -21.011], [-25.708, 19.208, -21.271], [-24.988, 19.955, -20.170], [-23.599, 20.071, -20.423], [-22.926, 20.737, -19.388], [-25.088, 17.873, -21.464], [-27.391, 18.158, -20.399], [-27.785, 19.136, -21.931], [-27.595, 19.891, -20.426], [-25.522, 19.763, -22.195], [-25.171, 19.589, -19.152], [-25.380, 20.989, -20.226], [-21.862, 20.546, -19.508], [-23.325, 20.443, -18.407], [-23.103, 21.824, -19.455], [-25.484, 17.441, -22.292], [-25.412, 17.328, -20.667], [-20.993, 17.121, -17.655], [-21.061, 17.045, -19.191], [-20.564, 15.697, -19.650], [-20.423, 15.553, -21.046], [-19.664, 14.388, -21.302], [-22.425, 17.407, -19.626], [-20.018, 16.887, -17.206], [-21.676, 16.384, -17.220], [-21.281, 18.120, -17.334], [-20.353, 17.797, -19.562], [-21.195, 14.900, -19.211], [-19.635, 15.511, -19.085], [-18.755, 14.360, -20.684], [-19.426, 14.361, -22.361], [-20.172, 13.469, -20.974], [-23.056, 16.735, -19.189], [-22.601, 18.241, -19.075], [-27.326, 9.320, -19.478], [-26.606, 10.309, -18.572], [-27.560, 11.032, -17.799], [-27.953, 12.242, -18.215], [-27.935, 12.640, -19.350], [-28.551, 12.815, -17.176], [-29.100, 14.106, -17.277], [-28.067, 9.829, -20.092], [-27.858, 8.585, -18.861], [-26.674, 8.701, -20.096], [-26.077, 11.003, -19.216], [-25.983, 9.766, -17.869], [-28.675, 14.842, -16.593], [-30.168, 14.100, -17.061], [-28.890, 14.577, -18.238], [-20.837, 9.372, -19.952], [-21.675, 9.616, -18.724], [-21.808, 11.037, -18.556], [-22.559, 11.404, -17.528], [-23.180, 10.672, -16.800], [-22.494, 12.725, -17.442], [-23.192, 13.331, -16.350], [-20.902, 8.315, -20.213], [-19.790, 9.644, -19.835], [-21.243, 9.972, -20.769], [-21.185, 9.220, -17.832], [-22.670, 9.186, -18.832], [-23.060, 14.404, -16.438], [-22.781, 12.996, -15.399], [-24.266, 13.163, -16.412], [-25.512, 18.704, -14.090], [-24.621, 19.201, -12.632], [-27.200, 19.254, -13.987], [-25.050, 19.169, -14.946], [-25.580, 17.627, -14.156]], "forces_ev_per_a": [[-0.29, 0.12, 0.21], [-0.07, -0.13, -0.35], [-0.11, -0.55, 0.14], [0.23, 0.17, 0.19], [0.22, 0.04, 0.28], [-0.02, -0.18, -0.46], [-0.07, 0.22, 0.07], [0.83, -0.01, 0.35], [0.12, -0.35, -0.54], [-0.13, -0.22, 0.94], [-0.49, 0.29, -0.58], [0.72, 0.18, 0.02], [0.49, -1.24, -0.29], [-0.12, -0.07, 0.11], [-0.49, -0.07, -0.14], [-0.22, 0.15, -0.20], [0.02, 0.20, 0.14], [-0.13, 0.02, -0.11], [0.26, 0.38, -0.14], [-0.06, -0.09, 0.18], [-0.03, 0.13, -0.23], [-0.20, -0.19, 0.02], [-0.65, 0.67, -0.11], [-0.15, 0.52, -0.04], [0.08, 2.02, 0.54], [0.42, -1.52, -0.46], [0.01, 1.35, -0.13], [-0.10, -0.47, -0.02], [-0.68, 0.51, -0.28], [-0.30, 0.59, 0.32], [-0.22, -0.25, -0.31], [-0.01, -0.78, -0.11], [0.12, -0.13, 0.08], [-0.11, 0.08, 0.02], [-0.05, -0.36, -0.13], [-0.26, -0.11, 0.37], [0.03, -0.10, 0.20], [0.38, -0.24, 0.06], [0.13, -0.02, 0.00], [0.03, -0.04, 0.01], [0.27, -0.30, -0.13], [0.32, -0.64, 0.20], [-0.08, 0.58, 0.37], [-0.55, -0.35, 1.32], [0.89, -0.38, 0.79], [0.08, -0.32, 0.41], [1.07, -0.51, 0.45], [0.10, 0.17, -0.29], [-0.21, 0.20, -0.02], [-0.09, -0.03, 0.09], [-0.15, 0.00, -0.27], [-0.39, 0.07, -0.48], [0.41, 0.20, -0.65], [0.19, 0.41, -0.33], [-0.01, -0.10, -0.02], [-0.39, 0.13, -0.37], [0.15, 0.08, -0.38], [-0.43, 0.24, -0.48], [-0.56, -0.61, 0.50], [-0.56, -0.34, -1.13], [0.34, 0.15, 0.71], [-1.19, -0.33, -0.32], [0.51, 0.12, 0.17], [0.37, -0.17, 0.74], [-0.25, 1.65, -0.55], [0.13, 0.03, -0.14], [-0.12, 0.19, 0.03], [0.29, 0.40, -0.11], [0.45, 0.06, 0.35], [0.29, 0.35, 0.06], [0.41, -0.70, 0.43], [-0.05, -0.43, -0.27], [-0.26, -0.43, -0.26], [-0.22, 0.16, -0.28], [0.24, 0.17, 0.13], [0.36, -0.36, -0.44], [-0.29, 0.46, 0.44], [0.03, -0.14, -0.01], [0.09, 0.20, -0.08], [-0.31, 0.41, 0.13], [0.07, 0.01, -0.09], [-0.01, 0.02, 0.19], [0.02, -0.16, -0.11], [-0.23, -0.13, 0.04], [0.02, -0.08, 0.10], [0.22, -0.05, -0.17], [-0.11, -0.17, -0.02], [0.06, -0.30, 0.04], [-0.57, 0.20, 0.30], [0.10, -0.16, -0.06], [-0.01, 0.20, -0.03], [0.03, -0.13, -0.09], [0.41, -0.05, -0.02]], "mulliken_charge": [2.04, -0.41, -0.61, -0.56, -0.52, -0.42, -0.51, -1.48, 0.11, 0.43, -0.54, -0.25, -0.55, 0.25, 0.39, 0.39, 0.18, 0.02, 0.04, 0.34, 0.23, -0.16, 0.43, 0.34, -1.15, 0.08, -0.37, -0.31, -0.77, -0.27, 0.19, 0.35, 0.35, 0.44, 0.05, 0.38, 0.21, 0.32, 0.32, 0.22, -0.07, -1.30, 0.63, -0.85, -0.55, -0.77, 0.09, 0.52, 0.02, 0.37, 0.31, 0.21, 0.47, 0.38, 0.30, 0.17, -0.05, -0.02, -1.36, 0.88, -0.40, 0.92, -0.56, -0.37, -0.64, 0.31, 0.37, 0.36, -0.52, 0.32, 0.16, 0.30, 0.33, -1.23, -0.15, -0.22, 0.68, -0.62, -0.15, -0.24, 0.39, 0.30, 0.28, 0.31, 0.26, -0.30, 0.40, 0.23, 0.39, -0.23, -0.19, -0.01, -0.03], "energy_ha": -5427.69780, "lumo_energy_ha": 0.08473, "e_homo_ha": -0.2157, "total_charge": -1, "fmax_ev_per_a": 2.10}